(1)
{
  "formula": "C17H20N2O2",
  "method": "the ωB97M-V functional and the def2-TZVPD basis",
  "e_above_lowest_ev": 0.1990,
  "smiles": "OCCNC[C@@H](O)Cn1c2ccccc2c2ccccc21",
  "total_energy_ha": -919.80707,
  "homo_lumo_gap_ev": 8.6,
  "lumo_ev": 0.7,
  "elements": ["O", "C", "C", "N", "C", "C", "O", "C", "N", "C", "C", "C", "C", "C", "C", "C", "C", "C", "C", "C", "C", "H", "H", "H", "H", "H", "H", "H", "H", "H", "H", "H", "H", "H", "H", "H", "H", "H", "H", "H", "H"],
  "xyz": [[-5.6906, -0.6237, 0.5133], [-4.7616, 0.1740, -0.1748], [-3.5836, 0.5956, 0.7073], [-2.6213, 1.3529, -0.0720], [-1.4706, 1.7733, 0.7047], [-0.4474, 2.4920, -0.1857], [0.5673, 3.0833, 0.5852], [0.1192, 1.5467, -1.2703], [0.8065, 0.4091, -0.7258], [2.1212, 0.3884, -0.3139], [3.0778, 1.3959, -0.3430], [4.3424, 1.1003, 0.1279], [4.6601, -0.1636, 0.6212], [3.7168, -1.1706, 0.6506], [2.4388, -0.9002, 0.1787], [1.2473, -1.6885, 0.0472], [0.9375, -3.0090, 0.3480], [-0.3350, -3.4681, 0.0761], [-1.2918, -2.6286, -0.4921], [-1.0096, -1.3118, -0.7994], [0.2665, -0.8409, -0.5205], [-5.2431, -1.4150, 0.8337], [-4.3769, -0.3462, -1.0633], [-5.3189, 1.0540, -0.5059], [-3.9657, 1.1532, 1.5792], [-3.0722, -0.3003, 1.0793], [-3.0783, 2.1710, -0.4676], [-1.7370, 2.4475, 1.5370], [-1.0122, 0.8768, 1.1363], [-0.9397, 3.3289, -0.6949], [1.0650, 2.3866, 1.0319], [0.8148, 2.1135, -1.8963], [-0.7118, 1.1983, -1.8849], [2.8488, 2.3825, -0.7162], [5.1022, 1.8677, 0.1136], [5.6600, -0.3533, 0.9818], [3.9629, -2.1516, 1.0283], [1.6815, -3.6590, 0.7835], [-0.5969, -4.4912, 0.3021], [-2.2774, -3.0201, -0.7001], [-1.7612, -0.6668, -1.2257]],
  "nbo_charge": [-0.710, -0.058, -0.242, -0.637, -0.246, 0.096, -0.709, -0.237, -0.395, 0.230, -0.284, -0.200, -0.244, -0.166, -0.134, -0.024, -0.188, -0.246, -0.206, -0.263, 0.149, 0.464, 0.158, 0.172, 0.173, 0.189, 0.355, 0.183, 0.197, 0.174, 0.472, 0.214, 0.229, 0.226, 0.214, 0.213, 0.212, 0.211, 0.212, 0.209, 0.235]
}

---

(2)
{
  "formula": "C35H27Cl5NO7P2Rb",
  "method": "the ωB97M-V functional and the def2-TZVPD basis",
  "e_above_lowest_ev": 1.5752,
  "total_charge": -2,
  "total_energy_ha": -4939.15400,
  "homo_lumo_gap_ev": 5.7,
  "lumo_ev": 3.5,
  "elements": ["Rb", "O", "C", "O", "C", "O", "C", "C", "O", "O", "H", "H", "H", "H", "H", "Cl", "C", "C", "C", "Cl", "C", "Cl", "C", "Cl", "C", "Cl", "O", "N", "O", "C", "P", "C", "C", "C", "C", "C", "C", "C", "C", "C", "C", "C", "C", "P", "C", "C", "C", "C", "C", "C", "C", "C", "C", "C", "C", "C", "H", "H", "H", "H", "H", "H", "H", "H", "H", "H", "H", "H", "H", "H", "H", "H", "H", "H", "H", "H", "H", "H"],
  "xyz": [[-1.9432, 3.7835, 0.5153], [2.6795, 2.2284, 3.1982], [1.4000, 2.6096, 2.9581], [0.6209, 1.9155, 2.3787], [1.1211, 3.9728, 3.5160], [-0.0604, 4.4741, 2.9901], [-0.3685, 5.7356, 3.5638], [-1.5300, 6.4951, 2.8236], [-2.0324, 7.3890, 3.5247], [-1.7503, 6.1639, 1.6453], [2.7989, 1.3437, 2.8249], [1.9801, 4.6186, 3.2811], [1.0687, 3.8909, 4.6142], [0.5126, 6.3919, 3.5056], [-0.6408, 5.6192, 4.6196], [-3.3491, 4.4123, -2.4919], [-1.9767, 3.8393, -3.3924], [-0.7869, 3.6440, -2.6951], [0.2365, 3.1554, -3.4923], [1.8110, 2.9414, -2.7528], [0.1216, 2.8258, -4.8411], [1.4429, 2.1318, -5.7378], [-1.0898, 3.0558, -5.4842], [-1.2763, 2.6874, -7.1662], [-2.1475, 3.5878, -4.7517], [-3.6595, 3.8971, -5.5539], [-5.7425, 2.2048, 0.4967], [-4.6738, 2.8212, 0.5800], [-3.7665, 2.2723, 1.2438], [-0.7416, -2.2511, 0.5240], [-0.5784, -0.3690, 0.4341], [-2.0545, -0.0927, -0.6215], [-2.0121, 0.5392, -1.8605], [-3.1806, 0.7371, -2.5843], [-4.3984, 0.3140, -2.0793], [-4.4545, -0.2726, -0.8230], [-3.2941, -0.4572, -0.0944], [0.8086, -0.3567, -0.7865], [0.7613, -1.0370, -2.0035], [1.8744, -1.0882, -2.8259], [3.0603, -0.4859, -2.4315], [3.1162, 0.2049, -1.2329], [1.9906, 0.2809, -0.4263], [0.1523, -2.8689, 2.0228], [0.0746, -4.6882, 1.7473], [0.8511, -5.4914, 2.5887], [0.8090, -6.8708, 2.4984], [-0.0186, -7.4805, 1.5629], [-0.8035, -6.6968, 0.7319], [-0.7630, -5.3119, 0.8253], [1.9192, -2.6389, 1.5599], [2.5023, -3.2406, 0.4468], [3.8550, -3.0901, 0.1981], [4.6493, -2.3493, 1.0650], [4.0837, -1.7618, 2.1854], [2.7259, -1.9091, 2.4300], [-0.3958, -2.7475, -0.3841], [-1.7953, -2.4777, 0.6931], [-1.0713, 0.8880, -2.2658], [-3.1323, 1.2309, -3.5475], [-5.3059, 0.4595, -2.6508], [-5.4079, -0.5543, -0.3981], [-3.3540, -0.8645, 0.9086], [-0.1629, -1.5134, -2.3091], [1.8160, -1.5967, -3.7811], [3.9375, -0.5388, -3.0652], [4.0347, 0.6965, -0.9353], [2.0123, 0.8492, 0.4944], [1.5032, -5.0105, 3.3101], [1.4160, -7.4781, 3.1592], [-0.0571, -8.5602, 1.4883], [-1.4560, -7.1660, 0.0053], [-1.3850, -4.7193, 0.1676], [1.8907, -3.8290, -0.2274], [4.2972, -3.5525, -0.6758], [5.7071, -2.2336, 0.8647], [4.7048, -1.1942, 2.8690], [2.2701, -1.4636, 3.3086]],
  "lowdin_charge": [0.847, 0.090, -0.483, 0.092, -0.159, -0.151, -0.133, -0.722, -0.055, -0.187, 0.100, 0.140, 0.144, 0.120, 0.117, 0.626, -0.760, -0.173, -0.743, 0.634, -0.721, 0.595, -0.728, 0.610, -0.731, 0.612, -0.182, -0.373, -0.404, -0.539, 1.078, -0.387, -0.092, -0.075, -0.080, -0.098, -0.129, -0.376, -0.108, -0.085, -0.111, -0.127, -0.120, 1.011, -0.394, -0.116, -0.102, -0.111, -0.097, -0.095, -0.399, -0.087, -0.086, -0.099, -0.100, -0.122, 0.037, 0.030, 0.088, 0.095, 0.103, 0.101, 0.103, 0.107, 0.099, 0.098, 0.103, 0.079, 0.100, 0.095, 0.092, 0.098, 0.091, 0.111, 0.102, 0.097, 0.097, 0.093]
}

---

(3)
{
  "formula": "C28H23ClN6OsS",
  "method": "the ωB97M-V functional and the def2-TZVPD basis",
  "total_charge": 2,
  "total_energy_ha": -2357.81153,
  "homo_lumo_gap_ev": [4.4, 4.4],
  "lumo_ev": [-8.0, -8.0],
  "elements": ["Os", "C", "C", "N", "C", "C", "C", "C", "C", "C", "C", "N", "C", "C", "C", "C", "C", "C", "C", "C", "N", "C", "H", "H", "H", "H", "H", "H", "H", "H", "H", "H", "H", "H", "C", "N", "C", "C", "N", "C", "S", "C", "C", "C", "C", "C", "N", "H", "H", "H", "H", "H", "H", "H", "H", "H", "Cl", "C", "H", "H"],
  "xyz": [[-0.1463, 0.2667, -0.2062], [2.7321, -3.0747, -0.1450], [2.1875, -1.7961, -0.2731], [0.8840, -1.5433, -0.2835], [0.0273, -2.6044, -0.2214], [0.5028, -3.9390, -0.1430], [1.8927, -4.1552, -0.0736], [-0.4170, -5.0070, -0.1577], [-1.7529, -4.7490, -0.3223], [-2.2349, -3.4445, -0.3993], [-1.3889, -2.3400, -0.2692], [-1.7117, -1.0108, -0.2060], [-2.9535, -0.4289, -0.1950], [-4.2144, -1.0259, -0.1359], [-5.3868, -0.2770, -0.2190], [-5.3588, 1.0922, -0.2751], [-4.1223, 1.7665, -0.2081], [-4.0343, 3.1699, -0.1066], [-2.8012, 3.7418, 0.0678], [-1.6701, 2.9275, 0.0514], [-1.6989, 1.6131, -0.1110], [-2.9205, 1.0097, -0.1898], [3.8035, -3.1885, -0.1157], [2.8624, -0.9636, -0.3959], [2.2683, -5.1626, 0.0158], [-0.0494, -6.0151, -0.0630], [-2.4589, -5.5619, -0.3819], [-3.2876, -3.3330, -0.5769], [-4.3319, -2.0828, 0.0032], [-6.3299, -0.7999, -0.2167], [-6.2695, 1.6651, -0.3218], [-4.9309, 3.7688, -0.1344], [-2.6801, 4.8038, 0.2052], [-0.7002, 3.3753, 0.1813], [0.8553, 1.3423, 5.4911], [1.2561, 2.2357, 4.4387], [1.7943, 3.4836, 4.5987], [2.0691, 3.9845, 3.3733], [1.7127, 3.0235, 2.4480], [1.1903, 1.9469, 3.1243], [0.5186, 0.5105, 2.5274], [1.7830, 3.0857, 1.0529], [1.3419, 4.1340, 0.3035], [1.2121, 3.9641, -1.1028], [1.3020, 2.6979, -1.6205], [1.6830, 1.5803, -0.8164], [2.2314, 1.9224, 0.4562], [0.7421, 1.9028, 6.4155], [1.6042, 0.5604, 5.6309], [-0.0871, 0.8657, 5.2209], [1.9427, 3.9196, 5.5650], [2.4947, 4.9207, 3.0800], [1.0318, 5.0556, 0.7688], [0.9562, 4.8054, -1.7198], [1.0918, 2.5219, -2.6646], [2.2968, 0.8414, -1.3371], [4.6256, 0.9702, -0.2465], [3.3427, 1.2110, 1.0106], [3.7935, 1.7928, 1.8173], [3.0587, 0.2226, 1.3860]],
  "nbo_charge": [0.894, -0.249, 0.073, -0.493, 0.207, -0.089, -0.078, -0.161, -0.178, -0.193, 0.115, -0.485, 0.107, -0.186, -0.175, -0.169, -0.094, -0.063, -0.268, 0.088, -0.488, 0.209, 0.247, 0.196, 0.244, 0.235, 0.242, 0.224, 0.225, 0.243, 0.237, 0.242, 0.241, 0.196, -0.419, -0.318, -0.022, -0.066, -0.385, 0.254, -0.094, 0.359, -0.195, -0.197, -0.102, -0.174, -0.329, 0.242, 0.236, 0.246, 0.264, 0.258, 0.264, 0.260, 0.261, 0.271, 0.000, -0.214, 0.250, 0.254]
}

---

(4)
{
  "formula": "C5H11NO",
  "method": "the ωB97M-V functional and the def2-TZVPD basis",
  "e_above_lowest_ev": 1.4170,
  "smiles": "CC/C=N/C=O.C",
  "total_energy_ha": -327.07927,
  "homo_lumo_gap_ev": 10.5,
  "lumo_ev": 0.5,
  "elements": ["C", "C", "C", "N", "C", "O", "H", "H", "H", "H", "H", "H", "H", "C", "H", "H", "H", "H"],
  "xyz": [[2.4340, 0.6870, 0.2534], [0.9860, 0.3377, 0.6232], [0.3969, -0.3655, -0.5546], [-0.4380, 0.1791, -1.3451], [-0.7665, -0.5450, -2.5018], [0.0427, -1.0882, -3.2161], [2.4429, 1.4856, -0.4916], [2.9993, 1.0163, 1.1272], [2.9580, -0.1767, -0.1699], [0.9842, -0.3272, 1.4977], [0.4126, 1.2464, 0.8406], [0.7239, -1.4002, -0.7291], [-1.8424, -0.5261, -2.7453], [-2.3403, -0.2037, 1.5302], [-1.5974, 0.2474, 2.1961], [-3.3138, -0.1869, 2.0252], [-2.3953, 0.3552, 0.5939], [-2.0363, -1.2300, 1.3079]],
  "nbo_charge": [-0.598, -0.472, 0.217, -0.506, 0.525, -0.545, 0.217, 0.218, 0.209, 0.219, 0.228, 0.168, 0.119, -0.858, 0.209, 0.216, 0.224, 0.208]
}

---

(5)
{
  "formula": "C24H32CoN3O7S2",
  "method": "the ωB97M-V functional and the def2-TZVPD basis",
  "s2": 6.20,
  "spin_multiplicity": 5,
  "total_energy_ha": -3803.44339,
  "homo_lumo_gap_ev": [5.1, 2.4],
  "lumo_ev": [-0.2, -3.0],
  "elements": ["Co", "C", "O", "C", "C", "H", "H", "H", "H", "H", "H", "N", "C", "S", "C", "C", "C", "N", "C", "C", "H", "H", "H", "H", "H", "H", "O", "C", "O", "C", "C", "C", "C", "C", "C", "N", "O", "O", "H", "H", "H", "H", "C", "C", "C", "O", "C", "H", "H", "H", "H", "H", "H", "H", "H", "O", "S", "C", "C", "C", "C", "H", "H", "H", "H", "H", "H", "H", "H"],
  "xyz": [[0.7955, -0.3476, 0.4479], [3.7509, 0.3503, -1.6469], [3.2246, -0.7359, -0.8835], [2.8131, -0.4109, 0.3288], [3.8247, -0.6123, 1.3766], [3.0545, 0.8162, -2.3241], [4.6010, -0.1597, -2.1856], [4.1022, 1.0792, -0.9179], [4.9124, -0.3644, 1.0118], [3.8535, -1.6630, 1.7054], [3.6214, -0.0389, 2.2808], [-5.7846, -1.1149, -1.9308], [-5.2928, -1.4701, -0.7498], [-6.0031, -2.4718, 0.3899], [-4.0187, -0.8857, -0.3503], [-3.5421, -0.9163, 0.9485], [-2.2117, -0.6435, 1.2322], [-1.3627, -0.1710, 0.2894], [-1.8658, -0.0654, -0.9895], [-3.1271, -0.3765, -1.3588], [-6.6652, -1.4413, -2.3109], [-5.4465, -0.2209, -2.3094], [-4.1443, -1.3544, 1.7366], [-1.7978, -0.6506, 2.2225], [-1.2238, 0.4786, -1.6329], [-3.4353, -0.1719, -2.3773], [1.1260, 1.7441, 0.8692], [0.9378, 2.0770, -0.3551], [0.7486, 1.1627, -1.2712], [0.7568, 3.5096, -0.7815], [0.5339, 3.8508, -2.1048], [0.5049, 5.1589, -2.5146], [0.3939, 6.1479, -1.4985], [0.5970, 5.8141, -0.1459], [0.8068, 4.4996, 0.2095], [0.4250, 7.5709, -1.9232], [0.8762, 7.8291, -3.0653], [-0.0401, 8.4011, -1.1208], [0.3118, 3.0210, -2.8126], [0.4666, 5.4934, -3.5360], [0.4739, 6.5360, 0.6421], [0.8830, 4.0934, 1.2297], [1.1863, -0.0539, 4.9595], [0.2978, -1.2918, 4.8467], [0.5553, -1.6781, 3.4009], [0.6926, -0.4597, 2.6429], [1.0713, 0.5815, 3.5621], [2.2394, -0.3165, 5.2392], [0.8488, 0.5718, 5.7850], [-0.7296, -0.9369, 5.0159], [0.6019, -2.1215, 5.4953], [-0.1345, -2.3853, 2.9714], [1.5981, -2.1369, 3.3245], [0.2224, 1.2816, 3.5148], [1.9753, 1.1589, 3.1449], [0.6265, -2.2413, -0.0901], [1.1500, -3.3647, -1.0508], [0.4978, -2.9304, -2.8202], [-0.7056, -3.8468, -3.0146], [-0.8202, -4.9600, -2.0528], [-0.0946, -4.6428, -0.7592], [1.3152, -3.3182, -3.4405], [0.3357, -1.8324, -3.0417], [-0.7884, -4.2904, -3.9908], [-1.6421, -3.2419, -2.9082], [-0.4236, -5.9452, -2.3590], [-1.8588, -5.2794, -1.9010], [0.3273, -5.5087, -0.2871], [-0.7785, -4.1577, -0.0105]],
  "lowdin_spin": [1.892, 0.002, 0.010, 0.037, 0.007, 0.001, -0.002, 0.003, -0.011, 0.007, 0.004, 0.178, 0.406, 0.921, 0.081, 0.116, -0.002, 0.136, 0.002, 0.073, 0.012, 0.011, 0.021, -0.002, -0.002, 0.008, 0.040, 0.000, 0.027, 0.002, 0.000, 0.000, -0.001, 0.000, 0.000, 0.000, 0.000, 0.000, 0.000, 0.000, 0.000, 0.001, 0.001, 0.000, 0.000, 0.011, 0.002, 0.000, 0.000, 0.000, 0.000, 0.000, 0.000, 0.000, 0.000, -0.009, 0.009, -0.002, 0.000, 0.001, 0.002, 0.000, 0.000, 0.000, 0.000, 0.000, 0.000, 0.000, 0.001]
}